The following is a quantum chemistry calculation of a structure of composition C56H39N4O8OsP2S, from the OMol25 dataset.

Structure (ORCA input):
```
! RIJCOSX wB97M-V def2-TZVPD def2/J DEFGRID3
* xyz 3 5
Os 0.84845 0.61752 -0.38298
O -1.41177 0.08058 1.90780
S -0.83054 -0.59131 0.78385
C -1.96667 -1.49590 -0.17639
C -3.22833 -1.69693 0.54265
C -4.16044 -2.54711 0.14363
C -3.78929 -3.44835 -0.96055
C -4.51661 -4.71597 -1.46145
C -3.41157 -5.39416 -2.30880
C -2.21389 -4.40464 -2.30460
C -1.02421 -4.31082 -3.04396
C -0.16210 -3.20013 -2.91648
C -0.55708 -2.12763 -2.14630
P 0.32400 -0.55480 -2.41628
C -0.98605 0.42367 -3.28128
C -0.94180 1.86752 -3.37287
C -2.09814 2.46382 -3.81239
C -3.24394 1.78686 -4.23285
C -3.16404 0.37501 -4.40096
C -2.02110 -0.22303 -3.86543
C 1.65708 -0.82504 -3.52557
C 1.52806 -0.36953 -4.84648
C 2.66685 -0.61478 -5.66340
C 3.78162 -1.23363 -5.17894
C 3.76474 -1.81991 -3.94071
C 2.69912 -1.59067 -3.06525
C -1.61300 -2.29701 -1.26869
C -2.48787 -3.36664 -1.39718
C -0.09180 -2.05284 1.62577
C -0.90520 -3.18020 1.72319
C -0.54544 -4.18784 2.61926
C 0.51242 -3.93417 3.60853
C 1.01758 -4.85520 4.69449
C 1.85788 -3.81108 5.51542
C 1.90285 -2.59054 4.70177
C 2.68197 -1.41839 4.89976
C 2.47100 -0.42706 3.94233
C 1.67855 -0.55017 2.90168
P 1.94403 0.88910 1.84212
C 3.72312 0.89645 1.42042
C 4.34289 1.94443 0.89098
C 5.66295 1.89280 0.47215
C 6.44642 0.75257 0.56825
C 5.83141 -0.36085 1.12030
C 4.53803 -0.28053 1.56622
C 1.51308 2.30335 2.85985
C 0.19538 2.53821 3.00997
C -0.22859 3.66458 3.69594
C 0.77566 4.57765 4.09671
C 2.14057 4.28075 4.00973
C 2.57257 3.10275 3.41030
C 0.96594 -1.76157 2.52381
C 1.12574 -2.72802 3.53242
H -3.41833 -1.12331 1.45738
H -5.16262 -2.66783 0.60240
H -5.31612 -4.35360 -2.14375
H -4.86908 -5.36305 -0.63149
H -3.83308 -5.65536 -3.23849
H -3.11282 -6.18548 -1.69551
H -0.45936 -5.02517 -3.56835
H 0.59892 -3.20451 -3.66381
H -0.07985 2.52942 -3.16161
H -2.09915 3.55086 -3.77231
H -4.04788 2.41749 -4.54054
H -3.85333 -0.22128 -4.98393
H -1.97646 -1.24686 -3.99973
H 0.55889 0.08289 -5.24257
H 2.65644 -0.31668 -6.71055
H 4.63353 -1.31447 -5.80175
H 4.67520 -2.40391 -3.56092
H 2.68786 -2.01075 -2.09029
H -1.72336 -3.47611 1.15424
H -1.11480 -5.13832 2.54903
H 1.59536 -5.49786 4.00851
H 0.19733 -5.46149 4.99143
H 2.88978 -4.09939 5.85618
H 1.47368 -3.50690 6.48956
H 3.31206 -1.28164 5.71699
H 3.02076 0.43197 4.20119
H 3.84073 2.95121 0.84782
H 6.04267 2.86356 0.22485
H 7.48600 0.90416 0.29340
H 6.37274 -1.25713 1.24973
H 4.09472 -1.12589 2.10501
H -0.58928 1.97088 2.47242
H -1.19144 3.82255 3.98822
H 0.47372 5.41836 4.61748
H 2.82497 4.97009 4.50054
H 3.60018 2.63291 3.45183
O 3.03131 2.05865 -1.94273
N 2.16682 1.65535 -1.28917
N 2.44247 -2.07115 0.12318
C 1.97959 -1.04122 -0.18356
O -2.20196 1.02299 -0.76733
C -1.64773 2.06834 -0.53745
O -0.37419 2.18476 -0.29829
C -2.43883 3.32283 -0.37066
C -3.78862 3.41620 -0.74011
C -4.40993 4.62259 -0.61336
C -3.75799 5.76292 -0.09741
C -2.42745 5.61273 0.24745
C -1.72216 4.39599 0.03889
N -1.76216 6.78564 0.85578
O -0.57306 6.68652 1.05557
O -2.42955 7.71298 1.28449
N -5.84911 4.66767 -0.80816
O -6.38531 3.57136 -0.99374
O -6.39070 5.76488 -0.71620
H -4.28941 2.56157 -1.14478
H -4.29697 6.70714 0.11049
H -0.63405 4.43072 0.15502
*
```

Summary:
Relative energy (zero: lowest compared OMol25 entry of this formula, charge and spin) (kcal per mole): 80.4
Largest force on an atom (eV/A): 5.4
E_HOMO (spin up / spin down) (eV): -15.102 / -15.841
Calculated total energy (eV): -112887.3687
Lowest unoccupied orbital energy (spin up / spin down) (eV): -8.93 / -11.33
Orbital gap (spin up / spin down) (eV): 6.2 / 4.5

The following is a quantum chemistry calculation of a structure of composition C56H42Cl5N21O2SSiY, from the OMol25 dataset.

Structure (ORCA input):
```
! RIJCOSX wB97M-V def2-TZVPD def2/J DEFGRID3
* xyz -1 1
Y -0.37429 1.07024 0.59647
S -0.08372 8.62872 3.40313
N 0.68518 7.29593 3.89908
C 0.29749 6.31485 3.10468
C 0.72553 4.93416 3.19684
C 1.61137 4.48265 4.17319
C 1.93836 3.14904 4.20036
C 1.36082 2.30286 3.25758
N 0.51649 2.71820 2.32505
C 0.20480 4.02109 2.27688
C -0.73482 4.45088 1.23264
N -1.15671 3.51441 0.37107
C -2.01580 3.86830 -0.56882
C -2.50269 5.16600 -0.71514
C -2.06638 6.13569 0.15239
C -1.15957 5.77795 1.15021
C -0.63258 6.72525 2.11051
N -0.93105 8.01027 2.17331
H 2.02292 5.18724 4.88379
H 2.62766 2.74500 4.92788
H 1.60964 1.24970 3.25440
H -2.30987 3.07475 -1.23584
H -3.19808 5.38533 -1.51318
H -2.40328 7.16159 0.08345
C 5.55570 -0.53234 -0.62507
N 5.13597 -0.25251 0.72913
C 3.89951 -0.16781 1.23112
N 3.94168 -0.10902 2.54743
C 5.27390 -0.17318 2.80303
N 6.03590 -0.27344 1.73708
C 5.24209 -1.95075 -1.03528
C 5.31880 -2.31229 -2.37349
C 5.06020 -3.61054 -2.76734
C 4.68565 -4.56543 -1.83690
C 4.57465 -4.20427 -0.50211
C 4.87137 -2.90563 -0.09871
C 4.06423 -5.14772 0.50047
N 4.29182 -6.40195 0.67389
N 3.54283 -6.79338 1.78058
C 2.92841 -5.74426 2.19556
O 3.19998 -4.65148 1.43440
C 1.97262 -5.57788 3.29856
C 2.09086 -6.29574 4.48467
C 1.16524 -6.09854 5.49677
C 0.11075 -5.20955 5.32609
C -0.03191 -4.51662 4.13321
C -1.21673 -3.62337 3.86328
N -0.85932 -2.22526 3.68033
C -0.36482 -1.67167 2.57828
N -0.23461 -0.36613 2.75443
C -0.68566 -0.17774 4.02711
N -1.06826 -1.27674 4.62519
C 0.90980 -4.70037 3.12603
H 6.63212 -0.36312 -0.62624
H 5.09393 0.18365 -1.30712
H 3.00781 -0.16602 0.61612
H 5.68926 -0.14390 3.79704
H 5.55808 -1.56277 -3.11927
H 5.10555 -3.87075 -3.81642
H 4.43932 -5.57355 -2.14166
H 4.77781 -2.64220 0.94650
H 2.91294 -6.98830 4.60663
H 1.26487 -6.63962 6.42866
H -0.61285 -5.06668 6.11980
H -1.95789 -3.66428 4.65784
H -1.70177 -3.94769 2.94104
H -0.13433 -2.20297 1.66144
H -0.75382 0.79047 4.49613
H 0.81659 -4.16767 2.18658
Cl -2.59068 3.31318 3.59386
C -3.42081 2.01580 2.74254
C -2.70342 1.21767 1.86158
C -3.44625 0.15502 1.37584
Cl -2.59056 -1.00590 0.36673
C -4.79033 -0.09408 1.63208
Cl -5.60490 -1.45009 0.95107
C -5.46921 0.79084 2.46219
Cl -7.14790 0.56341 2.78362
C -4.77293 1.85020 3.04018
Cl -5.60627 2.92444 4.10658
N 2.12866 0.36190 -1.99471
C 2.10398 1.64720 -1.49336
N 2.77139 2.63457 -2.06577
N 2.54837 3.69108 -1.25912
N 1.81259 3.35701 -0.26506
N 1.49284 2.03374 -0.37340
C 1.52205 -0.75466 -1.45991
N 1.72190 -1.96134 -1.97049
N 1.06688 -2.78687 -1.14438
N 0.51073 -2.12577 -0.19526
N 0.77085 -0.79575 -0.35723
H 2.46022 0.26546 -2.94012
C -1.94407 3.34850 -3.91935
C -1.41247 1.96514 -4.31511
C -2.12388 1.56602 -5.61484
C 0.09281 2.13574 -4.55968
Si -1.76427 0.69145 -2.92396
O -1.13908 1.11077 -1.50452
C -3.65045 0.51964 -2.75759
C -4.32044 0.98602 -1.62503
C -5.69514 0.85012 -1.47620
C -6.43908 0.23402 -2.47050
C -5.79706 -0.25100 -3.60286
C -4.42283 -0.11200 -3.73725
C -1.19175 -1.02964 -3.50624
C -0.39535 -1.30995 -4.62034
C -0.01553 -2.60579 -4.94358
C -0.42687 -3.67004 -4.15765
C -1.23973 -3.42710 -3.06133
C -1.61745 -2.12915 -2.75368
H -1.80292 4.05097 -4.75032
H -1.39848 3.74989 -3.06531
H -3.01384 3.32595 -3.68534
H -1.81898 2.24362 -6.42172
H -3.20790 1.64763 -5.50936
H -1.89984 0.54722 -5.93699
H 0.25544 2.75753 -5.44895
H 0.62391 1.19682 -4.71661
H 0.56990 2.64386 -3.72249
H -3.75259 1.44339 -0.82388
H -6.18043 1.21207 -0.57645
H -7.51032 0.11812 -2.35864
H -6.36717 -0.74984 -4.37778
H -3.93838 -0.52835 -4.61444
H -0.05257 -0.51062 -5.26374
H 0.61459 -2.78027 -5.80791
H -0.11430 -4.67962 -4.39478
H -1.57158 -4.24672 -2.43575
H -2.27879 -1.97052 -1.91202
*
```

Summary:
Relative energy (zero: lowest compared OMol25 entry of this formula, charge and spin) (kcal per mole): 4.1
Largest force on an atom (eV/A): 1.5
E_HOMO (eV): -5.786
Calculated total energy (eV): -176519.3062
Lowest unoccupied orbital energy (eV): 1.08
Orbital gap (eV): 6.9

The following is a quantum chemistry calculation of a structure of composition C56H42Cl5N6O4PZr, from the OMol25 dataset.

Structure (ORCA input):
```
! RIJCOSX wB97M-V def2-TZVPD def2/J DEFGRID3
* xyz 0 1
Zr -0.33998 -0.73106 0.00060
O -0.13901 -0.24774 -1.98097
C -0.71442 -0.70516 -3.06852
C 0.02377 -0.93748 -4.23832
C -0.58875 -1.46876 -5.35111
C -1.95974 -1.74924 -5.36666
C -2.71044 -1.45616 -4.25253
C -2.10752 -0.94025 -3.09563
C -2.93712 -0.50276 -2.00192
N -2.52570 -0.17654 -0.83210
C -3.46929 0.50768 0.04563
C -2.64759 1.47682 0.88058
N -1.61165 0.66098 1.51473
C -1.67604 0.57742 2.80005
C -1.08622 -0.41788 3.64072
C -1.24218 -0.30777 5.03458
C -0.90184 -1.34504 5.86322
C -0.42123 -2.53586 5.29727
C -0.25126 -2.67190 3.94133
C -0.57287 -1.60756 3.07787
O -0.44624 -1.72856 1.79222
H 1.08384 -0.72331 -4.22385
H 0.00533 -1.67255 -6.23370
H -2.42264 -2.17238 -6.24730
H -3.78143 -1.62918 -4.25100
H -3.99822 -0.37406 -2.24006
H -3.95333 -0.21702 0.70651
H -4.23538 1.03868 -0.52473
H -3.26690 1.99186 1.61974
H -2.20147 2.22478 0.22347
H -2.32889 1.28616 3.31964
H -1.65191 0.61015 5.44291
H -1.02355 -1.26186 6.93426
H -0.19387 -3.37014 5.94648
H 0.12103 -3.58734 3.50047
C 0.64179 -3.64944 9.39245
O 1.06544 -4.27052 8.19352
C 2.11436 -3.70812 7.53288
C 2.86628 -2.64712 8.02118
C 3.93470 -2.16941 7.27357
C 4.21455 -2.69530 6.02537
C 3.46566 -3.76757 5.54419
C 2.43508 -4.27998 6.30273
N 5.42258 -2.28639 5.35876
N 5.46868 -2.02277 4.15088
C 4.30531 -1.84601 3.31022
C 4.16708 -2.67656 2.23002
C 3.20614 -2.44781 1.23412
C 2.43740 -1.30671 1.24576
O 1.64181 -0.98257 0.23816
C 2.54275 -0.43230 2.37521
N 1.72406 0.65237 2.39039
C 1.81492 1.49544 3.38446
C 2.74786 1.36123 4.43036
C 3.57923 0.27998 4.43092
C 3.47690 -0.69405 3.40988
H -0.27037 -4.15819 9.69168
H 0.43304 -2.58787 9.23638
H 1.39002 -3.75747 10.18207
H 2.65465 -2.20706 8.98465
H 4.56208 -1.38090 7.67062
H 3.71062 -4.21188 4.58932
H 1.86543 -5.13450 5.96173
H 4.83123 -3.52789 2.14045
H 3.12376 -3.11831 0.38935
H 1.13598 2.34452 3.36600
H 2.80744 2.11457 5.20391
H 4.32626 0.17333 5.20222
N 0.72395 1.88984 -0.16670
C 0.97814 3.10286 -0.85676
C 2.20052 3.73730 -0.59887
C 2.55534 4.90148 -1.24632
C 1.69185 5.47233 -2.17607
C 0.49675 4.84087 -2.44967
C 0.11763 3.65204 -1.81283
P -1.41293 2.79541 -2.32943
C -1.22275 2.90223 -4.15183
C -2.24772 3.27692 -5.01589
C -2.07281 3.20540 -6.39193
C -0.87539 2.75260 -6.92308
C 0.15093 2.37327 -6.06868
C -0.02234 2.44314 -4.69642
C -2.72205 4.01963 -1.94291
C -2.51582 5.21213 -1.25314
C -3.59074 6.00610 -0.87114
C -4.88859 5.62452 -1.17193
C -5.11158 4.43149 -1.84754
C -4.03968 3.63287 -2.21197
H -0.09752 1.97261 0.42295
H 1.49161 1.62446 0.44020
H 2.87312 3.29352 0.12663
H 3.50693 5.36772 -1.02480
H 1.95806 6.38681 -2.68902
H -0.16566 5.25637 -3.20063
H -3.18496 3.65065 -4.62498
H -2.87808 3.50916 -7.04891
H -0.74126 2.69538 -7.99552
H 1.09051 2.01592 -6.47104
H 0.78328 2.13526 -4.03920
H -1.51037 5.52888 -1.00879
H -3.40770 6.93024 -0.33742
H -5.72299 6.24688 -0.87582
H -6.12145 4.11655 -2.07848
H -4.22758 2.68694 -2.71096
Cl 1.61558 -2.95829 -2.14915
C -0.03469 -3.45091 -1.89995
C -0.79110 -2.86261 -0.88570
C -2.04883 -3.42753 -0.70330
Cl -3.05839 -2.86928 0.61598
C -2.58778 -4.42088 -1.51977
Cl -4.18212 -5.02883 -1.26868
C -1.82411 -4.91153 -2.57295
Cl -2.47075 -6.10352 -3.63195
C -0.52638 -4.44003 -2.75165
Cl 0.43189 -5.07695 -4.03355
*
```

Summary:
Relative energy (zero: lowest compared OMol25 entry of this formula, charge and spin) (kcal per mole): 0.0
Largest force on an atom (eV/A): 0.7
E_HOMO (eV): -7.565
Calculated total energy (eV): -149069.6856
Lowest unoccupied orbital energy (eV): -0.14
Orbital gap (eV): 7.4

The following is a quantum chemistry calculation of a structure of composition C56H42N9O2RbS5, from the OMol25 dataset.

Structure (ORCA input):
```
! RIJCOSX wB97M-V def2-TZVPD def2/J DEFGRID3
* xyz -2 1
Rb 1.89592 -1.38005 1.77108
N 1.20579 0.94822 2.98496
S 0.20167 1.76769 3.60060
N -0.33194 3.18815 2.76041
S -1.34053 3.19047 1.61771
N -1.57318 2.10690 0.54747
S -0.44253 1.08511 -0.17527
N -0.15436 -0.19365 0.41802
C 0.89687 2.25216 -0.52402
C 0.75506 3.21436 -1.51799
C 1.77890 4.11904 -1.74612
C 2.93292 4.06495 -0.97428
C 3.06213 3.10193 0.01506
C 2.04772 2.17772 0.24223
C -1.24615 0.97588 -1.79476
C -0.74589 -0.03837 -2.60048
C -1.30614 -0.25861 -3.84864
C -2.37296 0.52203 -4.27835
C -2.88158 1.51983 -3.45867
C -2.31725 1.75054 -2.21044
C -1.01028 4.75724 0.82356
C -1.89060 5.20725 -0.15095
C -1.60268 6.37416 -0.83422
C -0.43792 7.07879 -0.54949
C 0.43436 6.61490 0.42396
C 0.15138 5.45020 1.12016
C -2.99551 3.41211 2.25156
C -4.00361 2.51888 1.93052
C -5.24554 2.66710 2.52878
C -5.47092 3.69799 3.42837
C -4.44776 4.58628 3.74240
C -3.20275 4.44116 3.16012
C 0.59710 2.54639 5.16607
C 0.38210 3.88065 5.47920
C 0.70971 4.32534 6.75166
C 1.22756 3.43862 7.69182
C 1.44076 2.10493 7.36422
C 1.13155 1.65491 6.08754
C -1.39892 1.00930 3.96078
C -1.69641 -0.15109 3.26658
C -2.92439 -0.76401 3.47878
C -3.82706 -0.22191 4.38249
C -3.51076 0.93815 5.08017
C -2.29052 1.56065 4.87066
H -0.14561 3.25527 -2.11581
H 1.67255 4.86540 -2.52433
H 3.73521 4.77168 -1.15124
H 3.96121 3.04927 0.61603
H 2.16471 1.44620 1.03260
H 0.06152 -0.66212 -2.22980
H -0.91520 -1.04817 -4.47765
H -2.81562 0.34366 -5.25077
H -3.72284 2.11832 -3.78771
H -2.70635 2.51754 -1.55384
H -2.78826 4.63893 -0.36815
H -2.28184 6.73484 -1.59657
H -0.20944 7.98670 -1.09332
H 1.34877 7.15431 0.63600
H 0.82041 5.05408 1.87244
H -3.79219 1.71046 1.24340
H -6.03435 1.96123 2.30231
H -6.44045 3.80376 3.89812
H -4.62000 5.38213 4.45543
H -2.38335 5.10373 3.41672
H -0.02855 4.55445 4.73554
H 0.55564 5.36659 7.01232
H 1.46844 3.79468 8.68683
H 1.83758 1.39195 8.07992
H 1.36030 0.62319 5.80741
H -0.97753 -0.55084 2.55828
H -3.16138 -1.67715 2.94766
H -4.77694 -0.71303 4.55844
H -4.20957 1.35110 5.79773
H -2.02544 2.45471 5.42159
S 2.98754 -1.10432 4.97040
C 2.41093 -2.66520 5.39503
S 2.34899 -3.92221 4.22633
C 1.95964 -2.86895 6.73032
C 1.45175 -4.10024 7.20553
N 1.01105 -5.07517 7.65201
C 1.90652 -1.80267 7.65442
N 1.84739 -0.95297 8.44503
C 0.24535 -8.53542 -10.28562
O 1.41223 -7.75099 -10.30438
C 1.72412 -7.07674 -9.14104
C 0.97969 -7.14315 -7.97160
C 1.37803 -6.42618 -6.85011
C 2.52603 -5.62596 -6.87130
C 3.26550 -5.58157 -8.06255
C 2.87131 -6.29241 -9.17947
N 3.01291 -4.86941 -5.80287
N 2.24705 -4.86792 -4.78437
C 2.63058 -4.16801 -3.69640
C 3.85088 -3.45654 -3.58426
C 4.16955 -2.71566 -2.48779
C 3.26885 -2.55601 -1.37127
O 3.49046 -1.77676 -0.43653
C 2.03570 -3.37343 -1.42755
N 1.24110 -3.32574 -0.34354
C 0.12714 -4.01922 -0.34220
C -0.28187 -4.80437 -1.42898
C 0.51746 -4.86249 -2.54178
C 1.72688 -4.14144 -2.57020
H 0.15236 -8.97350 -11.27758
H -0.64392 -7.93096 -10.07526
H 0.30780 -9.33838 -9.54333
H 0.08829 -7.75381 -7.91288
H 0.80183 -6.48176 -5.93816
H 4.15898 -4.97009 -8.08301
H 3.44342 -6.25484 -10.09916
H 4.53579 -3.51600 -4.41986
H 5.10434 -2.17072 -2.43463
H -0.48223 -3.95915 0.55514
H -1.21200 -5.35631 -1.37654
H 0.24780 -5.45848 -3.40283
*
```

Summary:
Relative energy (zero: lowest compared OMol25 entry of this formula, charge and spin) (kcal per mole): 2.0
Largest force on an atom (eV/A): 1.3
E_HOMO (eV): -0.917
Calculated total energy (eV): -131084.1411
Lowest unoccupied orbital energy (eV): 2.71
Orbital gap (eV): 3.6